8 unconnected molecules or ions with the total composition C28H42F6O21P at a distorted geometry, computed with ωB97M-V with the def2-TZVPD basis set.

Output
Molar mass = 859.58 g mol⁻¹
Maximum force = 0.1009 Eh/bohr
Charge = -1
Energy = -98317.7400 eV
Highest occupied orbital energy = -8.879 eV

Bonds (Å) are listed after each position.
Geometry (Å):
1 P -0.11561 -0.39511 -0.29042  F2 1.629, F3 1.590, F4 1.647, F5 1.656, F6 1.604, F7 1.650
2 F -0.12304 1.23356 -0.24858  P1 1.629
3 F -1.64170 -0.42294 -0.73620  P1 1.590
4 F 0.46341 -0.49439 -1.82915  P1 1.647
5 F -0.07490 -2.04961 -0.33608  P1 1.656
6 F 1.39610 -0.45195 0.24210  P1 1.604
7 F -0.65387 -0.54153 1.26247  P1 1.650
8 C 3.40242 3.38079 -3.38425  C9 1.562, H15 1.090, H16 1.090, H17 1.090
9 C 2.86430 2.44442 -2.25558  C8 1.562, C10 1.538, O14 1.415, H18 1.090
10 C 3.52402 1.05780 -2.16849  C9 1.538, O11 1.403, H19 1.090, H20 1.090
11 O 4.29043 1.07758 -0.99359  C10 1.403, C12 1.342
12 C 4.21118 2.26074 -0.36602  O11 1.342, O13 1.231, O14 1.341
13 O 4.87037 2.66815 0.58991  C12 1.231
14 O 3.25330 2.95651 -0.99524  C9 1.415, C12 1.341
15 H 3.26048 4.44018 -3.17060  C8 1.090
16 H 2.86307 3.19902 -4.31384  C8 1.090
17 H 4.48092 3.26369 -3.49031  C8 1.090
18 H 1.80270 2.20856 -2.32962  C9 1.090
19 H 4.14719 0.84538 -3.03719  C10 1.090
20 H 2.81135 0.23307 -2.17169  C10 1.090
21 C -0.35436 4.43601 0.67229  C22 1.501, H28 1.090, H29 1.090, H30 1.090
22 C -0.16293 4.36870 -0.81465  C21 1.501, C23 1.474, O27 1.382, H31 1.090
23 C -1.33137 4.55725 -1.69364  C22 1.474, O24 1.357, H32 1.090, H33 1.090
24 O -0.95574 5.54137 -2.54836  C23 1.357, C25 1.301
25 C 0.16574 6.12520 -2.24025  O24 1.301, O26 1.227, O27 1.389
26 O 0.68766 7.00958 -2.91198  C25 1.227
27 O 0.65915 5.42914 -1.14374  C22 1.382, C25 1.389
28 H 0.60269 4.56706 1.17724  C21 1.090
29 H -0.93163 3.59886 1.06474  C21 1.090
30 H -0.94342 5.30599 0.96257  C21 1.090
31 H 0.33660 3.44448 -1.10516  C22 1.090
32 H -2.12644 4.83687 -1.00243  C23 1.090
33 H -1.63555 3.61686 -2.15328  C23 1.090
34 C 1.49875 2.03217 2.49844  C35 1.541, H41 1.090, H42 1.090, H43 1.090
35 C 2.21753 1.79863 3.84129  C34 1.541, C36 1.473, O40 1.376, H44 1.090
36 C 3.68607 1.84200 3.73713  C35 1.473, O37 1.383, H45 1.090, H46 1.090
37 O 4.10591 2.97074 4.41620  C36 1.383, C38 1.335
38 C 3.01303 3.53430 4.93701  O37 1.335, O39 1.227, O40 1.318
39 O 3.07157 4.49866 5.69388  C38 1.227
40 O 1.90711 2.89195 4.61654  C35 1.376, C38 1.318
41 H 0.41428 2.13941 2.52127  C34 1.090
42 H 1.70401 1.16994 1.86399  C34 1.090
43 H 1.84606 2.96156 2.04709  C34 1.090
44 H 1.79133 0.90114 4.28960  C35 1.090
45 H 4.02042 1.90480 2.70158  C36 1.090
46 H 4.15461 0.93911 4.12875  C36 1.090
47 C -2.48972 -4.31079 0.39520  C48 1.531, H54 1.090, H55 1.090, H56 1.090
48 C -1.39588 -4.25126 1.46495  C47 1.531, C49 1.534, O53 1.339, H57 1.090
49 C -1.74622 -3.20639 2.53197  C48 1.534, O50 1.437, H58 1.090, H59 1.090
50 O -1.68391 -3.93871 3.76646  C49 1.437, C51 1.326
51 C -1.44071 -5.20995 3.47636  O50 1.326, O52 1.214, O53 1.329
52 O -1.24588 -6.10187 4.27721  C51 1.214
53 O -1.34219 -5.39199 2.16400  C48 1.339, C51 1.329
54 H -2.49043 -5.08378 -0.37330  C47 1.090
55 H -2.69300 -3.43567 -0.22200  C47 1.090
56 H -3.43529 -4.51415 0.89782  C47 1.090
57 H -0.40292 -3.99647 1.09454  C48 1.090
58 H -2.76471 -2.81813 2.52611  C49 1.090
59 H -1.03255 -2.38259 2.52131  C49 1.090
60 C 2.56531 -3.75360 0.99318  C61 1.499, H67 1.090, H68 1.090, H69 1.090
61 C 2.36356 -4.23845 -0.41124  C60 1.499, C62 1.540, O66 1.432, H70 1.090
62 C 2.81919 -3.23700 -1.48875  C61 1.540, O63 1.375, H71 1.090, H72 1.090
63 O 3.40273 -4.12247 -2.36432  C62 1.375, C64 1.294
64 C 3.78416 -5.23610 -1.82804  O63 1.294, O65 1.209, O66 1.304
65 O 4.22390 -6.19874 -2.41205  C64 1.209
66 O 3.31786 -5.28692 -0.61103  C61 1.432, C64 1.304
67 H 3.55190 -3.36961 1.25256  C60 1.090
68 H 2.43804 -4.60666 1.65967  C60 1.090
69 H 1.88148 -2.95089 1.26907  C60 1.090
70 H 1.32692 -4.52930 -0.58116  C61 1.090
71 H 3.52014 -2.51102 -1.07676  C62 1.090
72 H 1.93094 -2.72866 -1.86387  C62 1.090
73 C -2.64054 -0.55149 -3.95122  C74 1.535, H80 1.090, H81 1.090, H82 1.090
74 C -1.98425 -1.90193 -4.27167  C73 1.535, C75 1.530, O79 1.403, H83 1.090
75 C -1.67303 -2.81178 -3.08151  C74 1.530, O76 1.400, H84 1.090, H85 1.090
76 O -2.03246 -4.02919 -3.67107  C75 1.400, C77 1.274
77 C -3.02565 -3.87306 -4.45301  O76 1.274, O78 1.217, O79 1.282
78 O -3.63998 -4.76801 -5.00417  C77 1.217
79 O -3.05302 -2.64023 -4.80245  C74 1.403, C77 1.282
80 H -3.09202 0.02450 -4.75900  C73 1.090
81 H -1.83820 0.14508 -3.70808  C73 1.090
82 H -3.36425 -0.51755 -3.13686  C73 1.090
83 H -1.18166 -1.78567 -4.99999  C74 1.090
84 H -2.22180 -2.53474 -2.18140  C75 1.090
85 H -0.61704 -2.82446 -2.81164  C75 1.090
86 C -5.08303 -0.00594 1.54507  C87 1.495, H93 1.090, H94 1.090, H95 1.090
87 C -4.39490 0.87113 2.54101  C86 1.495, C88 1.532, O92 1.397, H96 1.090
88 C -3.06336 1.42983 2.02872  C87 1.532, O89 1.396, H97 1.090, H98 1.090
89 O -3.11911 2.77525 2.39662  C88 1.396, C90 1.388
90 C -4.39423 3.08418 2.84884  O89 1.388, O91 1.246, O92 1.326
91 O -4.73749 4.23449 3.18352  C90 1.246
92 O -5.15789 2.00000 2.85161  C87 1.397, C90 1.326
93 H -6.04747 -0.22577 2.00293  C86 1.090
94 H -4.62238 -0.99375 1.53344  C86 1.090
95 H -5.22790 0.37118 0.53270  C86 1.090
96 H -4.06020 0.38022 3.45483  C87 1.090
97 H -2.97401 1.34581 0.94565  C88 1.090
98 H -2.19005 0.87740 2.37550  C88 1.090

For each atom in turn, the Mulliken charge in e is: atom 1 (P): 1.957, atom 2 (F): -0.093, atom 3 (F): -0.553, atom 4 (F): -0.530, atom 5 (F): -0.724, atom 6 (F): -0.516, atom 7 (F): -0.368, atom 8 (C): -1.685, atom 9 (C): 0.906, atom 10 (C): 0.044, atom 11 (O): -0.347, atom 12 (C): 0.718, atom 13 (O): -0.680, atom 14 (O): -0.371, atom 15 (H): 0.360, atom 16 (H): 0.394, atom 17 (H): 0.413, atom 18 (H): 0.112, atom 19 (H): 0.346, atom 20 (H): -0.211, atom 21 (C): -1.557, atom 22 (C): 2.289, atom 23 (C): -0.301, atom 24 (O): -0.352, atom 25 (C): 0.608, atom 26 (O): -0.602, atom 27 (O): -0.439, atom 28 (H): 0.317, atom 29 (H): 0.137, atom 30 (H): 0.522, atom 31 (H): -1.234, atom 32 (H): 0.249, atom 33 (H): 0.329, atom 34 (C): -0.596, atom 35 (C): 0.423, atom 36 (C): -0.065, atom 37 (O): -0.332, atom 38 (C): 0.659, atom 39 (O): -0.617, atom 40 (O): -0.381, atom 41 (H): 0.187, atom 42 (H): -0.017, atom 43 (H): 0.152, atom 44 (H): 0.347, atom 45 (H): -0.047, atom 46 (H): 0.249, atom 47 (C): -1.505, atom 48 (C): 2.160, atom 49 (C): 0.386, atom 50 (O): -0.397, atom 51 (C): 0.449, atom 52 (O): -0.597, atom 53 (O): -0.463, atom 54 (H): 0.356, atom 55 (H): 0.223, atom 56 (H): 0.455, atom 57 (H): -0.969, atom 58 (H): -0.130, atom 59 (H): -0.050, atom 60 (C): -1.490, atom 61 (C): 0.939, atom 62 (C): 0.225, atom 63 (O): -0.416, atom 64 (C): 0.604, atom 65 (O): -0.604, atom 66 (O): -0.424, atom 67 (H): 0.449, atom 68 (H): 0.372, atom 69 (H): 0.163, atom 70 (H): 0.136, atom 71 (H): 0.244, atom 72 (H): -0.196, atom 73 (C): -1.354, atom 74 (C): 0.643, atom 75 (C): 0.849, atom 76 (O): -0.371, atom 77 (C): 0.614, atom 78 (O): -0.643, atom 79 (O): -0.384, atom 80 (H): 0.434, atom 81 (H): 0.295, atom 82 (H): 0.256, atom 83 (H): 0.325, atom 84 (H): -0.257, atom 85 (H): -0.406, atom 86 (C): -1.293, atom 87 (C): 0.640, atom 88 (C): 0.301, atom 89 (O): -0.315, atom 90 (C): 0.464, atom 91 (O): -0.612, atom 92 (O): -0.353, atom 93 (H): 0.427, atom 94 (H): 0.172, atom 95 (H): 0.383, atom 96 (H): 0.311, atom 97 (H): -0.149, atom 98 (H): 0.003